[1]
This record from OMol25 describes a molecular structure, C25H18BiBrFN5O8. The level of theory is ωB97M-V/def2-TZVPD.

Output
Kohn-Sham gap (alpha / beta): 4.4 / 6.7 eV
Relative energy (zero: lowest compared OMol25 entry of this formula, charge and spin): 43.8 kcal/mol
Net charge: +2
Strongest force on any atom: 0.0057 Eh/bohr
LUMO energy (alpha / beta): -8.70 / -6.79 eV
HOMO level (alpha / beta): -13.05 / -13.50 eV

Last column: Löwdin charge in e.
CARTESIAN COORDINATES (ANGSTROEM)
C -1.4599 -0.2801 -2.9471  -0.600
H 3.1063 -1.3654 4.7885  0.111
H -2.1334 -3.7028 3.5305  0.130
C 2.9499 -0.3806 2.8877  -0.032
O 0.3320 1.5948 2.3214  -0.044
O -6.3151 0.8882 -6.2982  0.215
C 4.3575 1.6462 -2.3419  0.018
O -0.6151 -0.2212 -2.0058  -0.326
O -1.3243 0.0564 -4.1109  0.078
Br 3.8173 0.6714 6.7872  0.808
H 3.5196 2.9163 2.3446  0.128
H -2.9918 -1.8399 -4.9417  0.178
H 2.6735 -1.2747 2.3413  0.117
H 0.3908 2.6826 4.3817  0.158
C -1.3242 -2.7521 1.0343  -0.458
N -5.5415 0.8929 -4.1453  0.239
O -1.3890 -2.0744 0.0413  0.038
C -4.6962 0.4898 -3.1466  -0.390
C -1.0287 -0.7519 4.7405  0.051
O -4.6490 0.9666 -2.0553  0.189
O 0.0053 1.8028 4.5241  0.170
H 4.6468 1.5298 0.3310  0.155
H 0.8995 0.5036 -3.4447  0.090
C 3.3759 1.2617 -1.4516  -0.252
H 4.8289 1.9104 -4.4261  0.129
H 3.9688 2.8275 4.7805  0.114
C -2.7993 -0.9695 -2.5326  -0.010
O -1.3601 -4.0787 0.9554  0.170
F -4.4860 -1.0792 -6.9166  0.234
Bi 0.5126 0.3047 -0.1010  1.835
C 3.6545 1.2359 -0.0100  -0.046
N -3.8167 -0.6105 -3.4958  0.062
C 4.0802 1.6140 -3.7047  -0.003
C -5.5717 0.4586 -5.4696  -0.347
H -0.9411 -0.1645 5.6427  0.135
H 2.5626 1.1456 -5.1549  0.127
H -3.1042 -0.6718 -1.5374  0.127
C -0.6015 -0.2366 3.5247  -0.171
C -1.5795 -2.0232 4.7509  0.008
C 3.6800 1.9319 4.2478  -0.104
N -0.6849 -0.8993 2.3777  0.127
C -1.2061 -2.1201 2.3963  -0.174
C -0.0362 1.1430 3.3830  -0.466
H 5.3233 1.9611 -1.9706  0.130
C 2.8298 1.1919 -4.1092  0.003
C 3.1862 -0.4313 4.2502  -0.107
H -1.9418 -2.4568 5.6727  0.131
C 3.4443 1.9779 2.8797  -0.021
C 3.5399 0.7314 4.9267  -0.694
N 2.7629 0.8571 0.8147  -0.062
H -1.1976 -4.5123 1.8032  0.122
C 3.0787 0.8233 2.2079  -0.311
C -4.5683 -0.5988 -5.7232  -0.075
C -3.7251 -1.0737 -4.7285  0.108
N 2.1512 0.8546 -1.8485  -0.046
C 1.8898 0.8215 -3.1534  -0.076
C -1.6741 -2.7232 3.5574  0.032
H -6.1784 1.6450 -3.9038  0.194
H -2.6273 -2.0461 -2.5506  0.153

Cartesian forces (eV/Å) of the 3 atoms listed first:
-0.14 -0.20 -0.10
0.00 -0.01 0.00
-0.01 0.00 0.05

[2]
This record from OMol25 describes a molecular structure, C25H18Br4InN4O4. The level of theory is ωB97M-V/def2-TZVPD.

Output
Kohn-Sham gap (alpha / beta): 6.1 / 6.2 eV
Relative energy (zero: lowest compared OMol25 entry of this formula, charge and spin): 19.3 kcal/mol
Net charge: -1
Strongest force on any atom: 0.0047 Eh/bohr
LUMO energy (alpha / beta): 1.71 / 2.19 eV
HOMO level (alpha / beta): -4.38 / -3.96 eV

Last column: Löwdin charge in e.
CARTESIAN COORDINATES (ANGSTROEM)
C 2.1697 -4.5357 -2.6357  -0.589
H 3.3376 -3.9621 0.5717  0.110
C 1.1155 3.8939 3.9328  -0.211
H 0.0972 1.3979 4.7824  0.101
Br 0.9272 -4.5716 -5.9325  0.731
C -0.9876 -2.5369 -5.1545  -0.739
H 2.4769 2.4165 4.7031  0.077
C 0.3484 0.6130 4.0840  -0.046
C -1.0451 3.8112 2.8117  -0.197
H 0.8393 -2.7517 3.8610  0.094
C 2.9133 -3.8044 -0.4107  -0.034
H 2.4491 -5.2518 -3.4003  0.060
H -2.9393 3.6260 1.8186  0.074
O 1.6482 2.5218 -0.3661  -0.220
O 1.0113 1.7289 -1.1914  -0.333
C 0.7757 -1.7084 3.5891  -0.055
C -1.4591 -1.5050 -4.3319  -0.629
C 2.2805 -3.1041 -3.2043  -0.192
Br 0.3058 -5.0470 -2.2043  0.752
H -2.4482 5.3152 3.4024  0.103
H 3.1584 -3.1107 -3.8564  0.152
Br -3.2010 -0.8039 -4.4979  0.748
N 0.6620 2.1790 2.2638  0.095
O 1.5228 -0.9777 -2.3477  -0.037
N 1.4237 -2.3144 1.3892  0.032
H 3.4307 -5.6884 -1.2177  0.103
H 0.1815 -0.9914 5.4992  0.098
C -0.6689 -0.9484 -3.3002  -0.429
N 1.5434 -1.8520 0.1283  -0.027
H -2.0685 2.0949 2.0197  0.080
C 0.6749 4.9924 4.6648  -0.059
C -0.6003 5.4998 4.4767  -0.094
H 3.4584 -1.5910 -2.1333  0.168
C 2.4569 -2.0249 -2.0907  -0.169
H -1.5441 3.2376 0.8003  0.086
C 1.0528 -2.5882 -3.9188  -0.230
Br -2.0748 -3.1991 -6.5517  0.687
C -1.9545 3.1596 1.8090  -0.028
H 2.9487 3.0918 3.1574  0.085
C -1.4521 4.9151 3.5515  -0.056
C 0.6434 0.9087 2.7575  -0.339
In 0.0597 -0.0541 -0.4077  1.035
H 1.0339 2.3122 1.3181  0.083
H -0.9313 6.3575 5.0496  0.095
H 1.3452 5.4568 5.3791  0.102
C 0.2627 -3.1084 -4.9335  -0.705
C 2.9522 -4.7290 -1.3713  -0.146
C 0.4129 -0.7290 4.4728  -0.099
C 0.6270 -1.4714 -3.2605  -0.177
N 0.9493 -0.0494 1.8541  0.060
C 1.0527 -1.3424 2.2475  -0.391
O -1.0543 -0.0981 -2.4108  -0.197
C 0.2413 3.3046 3.0159  -0.180
H 3.1381 4.0576 4.6342  0.072
C 2.5000 3.3394 4.1190  -0.034
C 2.2256 -2.5518 -0.7044  -0.242

Cartesian forces (eV/Å) of the 3 atoms listed first:
0.08 0.01 0.06
-0.01 0.02 0.02
0.00 -0.01 0.01

[3]
This record from OMol25 describes a molecular structure, C25H18BrCl3LiN3O2S at a distorted geometry. The level of theory is ωB97M-V/def2-TZVPD.

Output
Kohn-Sham gap: 6.8 eV
Relative energy (zero: lowest compared OMol25 entry of this formula, charge and spin): 1.8 kcal/mol
Strongest force on any atom: 0.0297 Eh/bohr
LUMO energy: -0.13 eV
HOMO level: -6.96 eV

Last column: Löwdin charge in e.
CARTESIAN COORDINATES (ANGSTROEM)
C -1.5511 -1.8897 -1.9187  -0.133
H -2.9275 -4.2307 3.8673  0.105
C 2.7403 2.6988 -3.0202  -0.073
H -1.9743 -2.7217 5.5740  0.110
N -0.9481 1.8999 -0.0383  0.248
H 3.0780 0.5876 -3.2878  0.114
Cl -4.3114 3.0388 -0.6900  0.623
C -0.4135 -1.1018 -2.3078  -0.358
H -2.5960 -3.7817 1.4766  0.106
N -0.2995 0.0226 2.3155  0.063
C 2.2745 3.3981 -0.7664  -0.077
C -1.5258 -1.9577 1.7663  -0.202
C 0.1328 0.6169 4.5946  -0.047
C -2.8246 3.6999 0.0096  -1.604
C -0.2042 -0.9541 -3.7140  -0.006
H 0.5971 1.3118 5.2806  0.103
N -1.2207 -1.6634 0.4474  0.045
H 4.8753 -1.3329 0.2739  0.049
O 2.1680 -0.6849 0.6491  -0.583
H 2.3455 4.7278 -2.4476  0.102
C 4.5856 -0.4322 -0.2656  -0.214
C -0.9787 -1.0702 2.7458  -0.153
H 0.7562 1.6901 2.8210  0.106
C -0.5562 -0.4718 5.0493  -0.010
H -2.8416 -2.6415 -0.3845  0.126
Li 0.3398 -0.4220 0.3430  0.531
C -1.7786 2.6897 -0.0249  -0.368
O 0.3673 -0.5405 -1.4711  -0.225
Br -3.2484 -3.1083 -5.5341  0.681
C -2.1134 -2.3041 -4.2297  -0.704
C 2.3913 2.0858 -0.3326  -0.091
H 2.2453 1.8195 0.7082  0.101
H 5.1728 -0.3252 -1.1770  0.055
C -2.3767 -2.4714 -2.9003  -0.104
H -3.2249 -3.0706 -2.5894  0.104
H 2.0438 4.1826 -0.0565  0.105
S 2.8133 -0.6170 -0.6984  0.958
C -2.3890 -3.3407 3.5679  -0.075
H -0.6553 -0.6715 6.1095  0.117
H 2.8593 2.9336 -4.0702  0.106
H -0.8292 -1.4034 -5.7043  0.098
C 0.2294 0.8221 3.2060  -0.129
C -1.9038 -2.0953 -0.5498  -0.076
C -1.0193 -1.5352 -4.6472  -0.129
H 0.6339 -0.3454 -4.0270  0.102
C 2.4442 3.7046 -2.1086  -0.081
Cl -3.1029 4.1625 1.7031  0.609
C 2.8583 1.3875 -2.5899  -0.084
Cl -2.2928 5.1140 -0.9227  0.611
C 2.6773 1.0919 -1.2487  -0.399
C -1.1449 -1.3596 4.1231  -0.153
C -1.8657 -2.5083 4.5176  -0.044
C -2.2131 -3.0737 2.2002  -0.012
H 4.7018 0.4403 0.3738  0.056

Cartesian forces (eV/Å) of the 3 atoms listed first:
0.09 0.12 -0.26
0.00 0.00 -0.01
0.00 0.01 -0.03

[4]
This record from OMol25 describes a molecular structure, C25H18BrI2N7NaO3S. The level of theory is ωB97M-V/def2-TZVPD.

Output
Kohn-Sham gap: 6.8 eV
Relative energy (zero: lowest compared OMol25 entry of this formula, charge and spin): 3.5 kcal/mol
Net charge: -1
Strongest force on any atom: 0.0073 Eh/bohr
LUMO energy: 1.63 eV
HOMO level: -5.19 eV

Last column: Löwdin charge in e.
CARTESIAN COORDINATES (ANGSTROEM)
C 0.4917 -3.1683 -0.6563  -0.097
C -1.0218 -3.5995 3.9042  -0.112
C -1.9942 -5.4392 2.6945  -0.279
C 0.2257 -4.5448 -0.5029  -0.033
H 1.3953 5.5697 0.7162  0.085
C 3.6327 -0.9077 1.8365  -0.049
H -5.2908 -3.5599 0.9144  0.111
N -0.4215 -2.2490 -0.4558  0.101
H 3.7148 4.6077 0.6183  0.103
C -1.6700 -2.6179 -0.0672  -0.149
N 2.1403 0.6702 -0.5924  -0.136
H 6.6037 1.3535 2.7980  0.104
H 2.7968 -1.5378 1.5588  0.113
C 0.5399 3.6735 0.1150  -0.149
N -3.0734 -6.1080 2.0090  0.064
C 5.7680 0.7189 2.5241  -0.039
Na -0.1078 0.0625 -0.6062  0.359
C 2.8461 4.0007 0.3753  -0.146
H 6.1118 0.7634 5.0798  0.078
C -2.0128 -3.9675 0.1524  -0.116
C 4.0969 -0.8998 3.1374  -0.033
H 5.7271 1.3522 0.4620  0.107
H 1.4758 -2.8145 -0.9473  0.087
Br 1.6135 -3.5797 4.9760  0.741
N 3.0973 2.7474 0.0384  0.133
O -2.2659 -0.3065 0.1166  -0.431
N 5.6604 -0.0971 4.8098  0.080
H -4.6904 -1.1753 0.5377  0.111
C 0.2292 -5.6425 3.5941  -0.126
C -2.6385 -1.5616 0.1484  -0.466
H 1.0056 -5.2670 -0.7024  0.105
H -0.4958 3.9989 0.1457  0.107
N -3.7047 -5.5706 1.0852  0.070
H -0.8124 -7.2087 2.5502  0.113
C 4.2292 -0.0979 0.8775  -0.290
C -0.8519 -6.1929 2.9231  -0.044
H 1.1344 -6.2134 3.7472  0.098
C -3.9444 -1.9502 0.4170  -0.025
H -2.9827 -3.5596 3.0615  0.120
H -1.2508 -5.9877 0.0183  0.112
C -3.3266 -4.2770 0.5998  -0.268
I -0.7928 0.6402 5.0205  -0.101
O 3.2185 -1.4388 -1.0828  -0.349
H -1.0843 -2.5905 4.2911  0.049
C -1.0160 -4.9375 -0.1013  -0.016
S 3.5402 -0.0647 -0.7549  0.578
H 3.6229 -1.5254 3.8852  0.065
C 0.1343 -4.3462 4.0690  -0.675
C -4.2801 -3.2947 0.6257  -0.044
C 1.5729 4.5434 0.4319  -0.082
C -2.0901 -4.1502 3.2143  -0.011
C 2.0331 1.9747 -0.2633  -0.456
N 0.7429 2.4160 -0.2299  0.093
C 5.2935 0.7165 1.2216  -0.068
C 5.1677 -0.0795 3.4951  -0.326
I -1.5971 0.2186 2.4178  0.472
H 4.9659 -0.3634 5.4914  0.080
O 4.4754 0.6116 -1.6194  -0.322

Cartesian forces (eV/Å) of the 3 atoms listed first:
-0.03 -0.02 0.02
-0.04 -0.01 -0.01
-0.05 0.02 0.00

Look up the strongest force on any atom of the second one.
0.0047 Eh/bohr

Copy entry 3 word for word.
This record from OMol25 describes a molecular structure, C25H18BrCl3LiN3O2S at a distorted geometry. The level of theory is ωB97M-V/def2-TZVPD.

Output
Kohn-Sham gap: 6.8 eV
Relative energy (zero: lowest compared OMol25 entry of this formula, charge and spin): 1.8 kcal/mol
Strongest force on any atom: 0.0297 Eh/bohr
LUMO energy: -0.13 eV
HOMO level: -6.96 eV

Last column: Löwdin charge in e.
CARTESIAN COORDINATES (ANGSTROEM)
C -1.5511 -1.8897 -1.9187  -0.133
H -2.9275 -4.2307 3.8673  0.105
C 2.7403 2.6988 -3.0202  -0.073
H -1.9743 -2.7217 5.5740  0.110
N -0.9481 1.8999 -0.0383  0.248
H 3.0780 0.5876 -3.2878  0.114
Cl -4.3114 3.0388 -0.6900  0.623
C -0.4135 -1.1018 -2.3078  -0.358
H -2.5960 -3.7817 1.4766  0.106
N -0.2995 0.0226 2.3155  0.063
C 2.2745 3.3981 -0.7664  -0.077
C -1.5258 -1.9577 1.7663  -0.202
C 0.1328 0.6169 4.5946  -0.047
C -2.8246 3.6999 0.0096  -1.604
C -0.2042 -0.9541 -3.7140  -0.006
H 0.5971 1.3118 5.2806  0.103
N -1.2207 -1.6634 0.4474  0.045
H 4.8753 -1.3329 0.2739  0.049
O 2.1680 -0.6849 0.6491  -0.583
H 2.3455 4.7278 -2.4476  0.102
C 4.5856 -0.4322 -0.2656  -0.214
C -0.9787 -1.0702 2.7458  -0.153
H 0.7562 1.6901 2.8210  0.106
C -0.5562 -0.4718 5.0493  -0.010
H -2.8416 -2.6415 -0.3845  0.126
Li 0.3398 -0.4220 0.3430  0.531
C -1.7786 2.6897 -0.0249  -0.368
O 0.3673 -0.5405 -1.4711  -0.225
Br -3.2484 -3.1083 -5.5341  0.681
C -2.1134 -2.3041 -4.2297  -0.704
C 2.3913 2.0858 -0.3326  -0.091
H 2.2453 1.8195 0.7082  0.101
H 5.1728 -0.3252 -1.1770  0.055
C -2.3767 -2.4714 -2.9003  -0.104
H -3.2249 -3.0706 -2.5894  0.104
H 2.0438 4.1826 -0.0565  0.105
S 2.8133 -0.6170 -0.6984  0.958
C -2.3890 -3.3407 3.5679  -0.075
H -0.6553 -0.6715 6.1095  0.117
H 2.8593 2.9336 -4.0702  0.106
H -0.8292 -1.4034 -5.7043  0.098
C 0.2294 0.8221 3.2060  -0.129
C -1.9038 -2.0953 -0.5498  -0.076
C -1.0193 -1.5352 -4.6472  -0.129
H 0.6339 -0.3454 -4.0270  0.102
C 2.4442 3.7046 -2.1086  -0.081
Cl -3.1029 4.1625 1.7031  0.609
C 2.8583 1.3875 -2.5899  -0.084
Cl -2.2928 5.1140 -0.9227  0.611
C 2.6773 1.0919 -1.2487  -0.399
C -1.1449 -1.3596 4.1231  -0.153
C -1.8657 -2.5083 4.5176  -0.044
C -2.2131 -3.0737 2.2002  -0.012
H 4.7018 0.4403 0.3738  0.056

Cartesian forces (eV/Å) of the 3 atoms listed first:
0.09 0.12 -0.26
0.00 0.00 -0.01
0.00 0.01 -0.03

Which of these has the highest strongest force on any atom?
C25H18BrCl3LiN3O2S